Record 1
A molecular structure, C24H28F10N9O20S10Sn at a distorted geometry. Source: the Open Molecules 2025 dataset; level of theory: ωB97M-V with the def2-TZVPD basis set.

Each line ends with the Mulliken charge.
CARTESIAN COORDINATES (ANGSTROEM)
Sn1 -15.178 24.831 6.619  2.453
C1 -8.730 35.958 11.485  -0.976
N1 -9.573 34.783 11.466  0.082
C2 -9.851 34.193 12.640  -0.151
C3 -10.478 32.949 12.697  -0.730
C4 -10.925 32.333 11.469  0.745
C5 -10.597 32.940 10.296  -0.627
C6 -9.948 34.155 10.282  -0.416
C7 -11.729 31.122 11.417  0.743
C8 -11.410 30.071 10.561  -0.691
C9 -12.314 29.003 10.503  -0.288
N2 -13.352 28.871 11.380  0.165
C10 -13.729 29.945 12.180  -0.464
C11 -12.852 31.021 12.266  -0.671
C12 -14.206 27.694 11.153  -0.703
H1 -9.395 36.790 11.718  0.350
H2 -8.243 36.190 10.538  0.403
H3 -7.962 35.739 12.226  0.342
H4 -9.377 34.578 13.531  0.383
H5 -10.668 32.485 13.654  0.508
H6 -10.993 32.453 9.417  0.644
H7 -9.914 34.843 9.450  0.435
H8 -10.524 30.158 9.950  0.704
H9 -12.165 28.092 9.943  0.428
H10 -14.597 29.718 12.781  0.472
H11 -13.122 31.808 12.955  0.511
H12 -13.625 26.827 11.467  0.296
H13 -14.548 27.687 10.118  0.133
H14 -15.070 27.900 11.785  0.347
C13 -10.708 22.758 5.330  -0.631
N3 -10.649 23.554 4.167  0.458
C14 -11.655 23.585 3.230  -0.504
C15 -11.352 24.278 2.051  -0.984
C16 -10.058 24.833 1.867  1.347
C17 -9.097 24.734 2.850  -0.853
C18 -9.440 24.077 3.978  -0.194
C19 -9.765 25.586 0.630  0.574
C20 -9.085 26.860 0.737  -0.696
C21 -8.625 27.528 -0.348  -0.224
N4 -9.115 27.149 -1.620  0.085
C22 -9.972 26.117 -1.737  -0.159
C23 -10.380 25.323 -0.625  -0.793
C24 -8.749 27.937 -2.808  -0.867
H15 -9.980 23.198 6.012  0.579
H16 -10.433 21.725 5.118  0.446
H17 -11.695 22.750 5.791  -0.422
H18 -12.573 23.048 3.417  0.545
H19 -12.134 24.281 1.306  0.359
H20 -8.111 25.158 2.728  0.606
H21 -8.728 23.856 4.760  0.488
H22 -8.843 27.442 1.614  0.406
H23 -8.034 28.424 -0.235  0.368
H24 -10.232 25.979 -2.776  0.445
H25 -11.119 24.548 -0.768  0.535
H26 -9.540 28.011 -3.554  0.368
H27 -7.871 27.509 -3.292  0.356
H28 -8.447 28.933 -2.484  0.281
N5 -15.860 27.744 7.341  0.041
S1 -17.258 28.293 7.277  0.887
O1 -17.768 28.713 5.960  -0.607
O2 -17.980 28.952 8.371  -0.618
F1 -17.861 26.700 7.320  -0.289
S2 -15.163 29.334 7.229  0.772
O3 -15.148 30.200 8.413  -0.580
O4 -15.258 30.017 5.912  -0.520
F2 -13.679 28.695 7.292  -0.110
N6 -16.722 23.744 9.052  -0.017
S3 -17.464 24.829 10.145  0.934
O5 -17.558 24.408 11.543  -0.597
O6 -18.494 25.709 9.615  -0.470
F3 -16.159 25.832 10.229  -0.179
S4 -18.046 23.115 8.733  0.879
O7 -18.927 23.800 7.795  -0.515
O8 -18.559 22.161 9.664  -0.627
F4 -17.233 22.080 7.710  -0.302
N7 -14.273 22.116 6.133  -0.024
S5 -14.748 21.350 4.647  1.003
O9 -16.065 20.751 4.586  -0.510
O10 -13.707 20.664 3.862  -0.605
F5 -14.846 22.747 3.935  -0.084
S6 -13.661 20.800 6.677  0.692
O11 -12.253 20.722 6.611  -0.578
O12 -14.399 19.517 6.770  -0.589
F6 -13.961 21.167 8.210  -0.312
N8 -15.857 25.497 3.840  -0.074
S7 -17.394 25.123 3.132  0.953
O13 -17.440 24.314 1.929  -0.525
O14 -18.593 25.935 3.371  -0.540
F7 -17.748 23.860 4.219  -0.300
S8 -15.186 25.788 2.560  0.820
O15 -15.897 26.680 1.667  -0.610
O16 -14.417 24.696 1.928  -0.573
F8 -14.031 26.869 3.088  -0.348
N9 -12.350 25.436 7.290  0.030
S9 -11.744 24.676 8.651  0.889
O17 -11.643 25.432 9.882  -0.624
O18 -10.727 23.628 8.446  -0.545
F9 -13.060 23.788 8.970  -0.242
S10 -11.237 26.347 6.966  0.569
O19 -9.990 25.654 6.574  -0.590
O20 -11.177 27.613 7.702  -0.499
F10 -11.775 26.869 5.599  -0.214

**Kohn-Sham gap**: 4.67 eV
**Energy relative to the best compared isomer or geometry (same formula, charge and spin)**: 229.3 kJ/mol
**Net charge**: +1

=====

Record 2
A molecular structure, C8H24BrLiO8 at a distorted geometry. Source: the Open Molecules 2025 dataset; level of theory: ωB97M-V with the def2-TZVPD basis set.

Each line ends with the natural charge from an NBO analysis.
CARTESIAN COORDINATES (ANGSTROEM)
Li1 -22.784 18.616 -4.697  0.964
Br1 -20.465 19.629 -5.077  -0.911
C1 -20.607 21.394 -1.441  -0.095
C2 -19.879 22.682 -1.072  -0.087
O1 -19.134 23.110 -2.181  -0.751
O2 -21.564 21.735 -2.423  -0.751
H1 -21.068 20.917 -0.576  0.171
H2 -19.907 20.648 -1.818  0.158
H3 -19.249 22.692 -0.183  0.190
H4 -20.643 23.437 -0.887  0.166
H5 -19.653 23.397 -2.937  0.500
H6 -21.169 21.419 -3.239  0.482
C3 -19.053 17.106 -7.968  -0.076
C4 -19.261 16.226 -6.650  -0.114
O3 -17.988 15.829 -6.127  -0.386
O4 -18.576 18.428 -7.744  -0.509
H7 -20.015 17.140 -8.479  0.262
H8 -18.351 16.616 -8.642  0.240
H9 -19.859 15.376 -6.978  0.245
H10 -19.827 16.705 -5.850  0.231
H11 -17.721 16.557 -5.562  0.522
H12 -19.020 18.717 -6.943  0.503
C5 -21.358 23.669 -5.430  -0.091
C6 -22.082 24.735 -4.506  -0.096
O5 -23.022 24.020 -3.685  -0.732
O6 -20.289 23.103 -4.644  -0.760
H13 -20.906 23.984 -6.370  0.179
H14 -22.045 22.851 -5.647  0.167
H15 -22.669 25.465 -5.062  0.192
H16 -21.456 25.331 -3.840  0.187
H17 -22.490 23.486 -3.091  0.483
H18 -20.178 22.204 -4.963  0.476
C7 -17.430 15.852 -2.401  -0.085
C8 -18.217 17.074 -2.933  -0.093
O7 -17.725 17.653 -4.129  -0.773
O8 -16.308 16.154 -1.612  -0.684
H19 -17.044 15.248 -3.223  0.191
H20 -18.191 15.300 -1.850  0.172
H21 -18.299 17.871 -2.195  0.186
H22 -19.276 16.888 -3.114  0.154
H23 -18.118 18.500 -4.353  0.506
H24 -16.607 16.732 -0.906  0.468

**Kohn-Sham gap (alpha / beta)**: 7.16 / 2.52 eV
**Net charge**: +1
**Multiplicity**: 2

=====

Record 3
A molecular structure, C18H62N4O12 at a distorted geometry. Source: the Open Molecules 2025 dataset; level of theory: ωB97M-V with the def2-TZVPD basis set.

Each line ends with the Mulliken charge.
CARTESIAN COORDINATES (ANGSTROEM)
C1 -7.224 19.694 -5.368  -1.726
C2 -8.427 20.417 -5.937  1.811
C3 -8.146 20.995 -7.331  -0.802
O1 -6.801 21.595 -7.461  -0.492
C4 -6.657 22.778 -6.618  -0.415
N1 -9.600 19.538 -5.979  -0.733
H1 -6.249 20.068 -5.680  0.371
H2 -7.254 18.685 -5.781  0.434
H3 -7.238 19.584 -4.284  0.453
H4 -8.672 21.236 -5.260  0.002
H5 -9.013 21.574 -7.652  0.451
H6 -8.105 20.061 -7.893  0.504
H7 -6.554 22.536 -5.560  -0.066
H8 -7.632 23.265 -6.614  0.269
H9 -5.816 23.412 -6.897  0.377
H10 -9.916 19.238 -5.068  0.489
H11 -9.173 18.758 -6.459  0.361
C5 -17.879 25.883 -8.556  -1.664
C6 -16.468 25.485 -7.855  -0.083
C7 -16.662 25.035 -6.398  0.748
O2 -17.350 23.725 -6.298  -0.572
C8 -17.385 23.353 -4.867  -1.007
N2 -15.898 24.473 -8.696  -0.281
H12 -18.437 26.719 -8.135  0.388
H13 -18.536 25.030 -8.723  0.353
H14 -17.638 26.329 -9.522  0.466
H15 -15.791 26.339 -7.878  -0.089
H16 -17.264 25.779 -5.878  0.662
H17 -15.679 24.857 -5.962  -0.383
H18 -16.339 23.255 -4.577  0.434
H19 -17.820 22.355 -4.818  0.458
H20 -17.960 24.107 -4.329  0.344
H21 -15.962 24.626 -9.693  0.282
H22 -16.210 23.560 -8.397  0.394
C9 -14.394 23.548 -5.869  -1.761
C10 -13.616 22.321 -5.462  -0.150
C11 -12.238 22.678 -4.806  -1.626
O3 -11.415 21.484 -4.652  -0.036
C12 -10.120 21.788 -4.052  -0.830
N3 -14.411 21.522 -4.559  -0.397
H23 -15.155 23.303 -6.610  -1.323
H24 -13.635 24.193 -6.311  0.144
H25 -14.629 24.242 -5.062  0.984
H26 -13.381 21.673 -6.305  1.648
H27 -12.403 23.239 -3.886  0.465
H28 -11.594 23.343 -5.382  0.553
H29 -9.434 21.000 -4.362  -3.136
H30 -10.056 22.132 -3.020  0.873
H31 -9.768 22.672 -4.585  0.449
H32 -13.855 20.707 -4.344  0.335
H33 -15.216 21.191 -5.071  0.304
C13 -10.684 25.511 -4.150  -1.282
C14 -10.499 24.860 -2.704  1.659
C15 -9.193 23.973 -2.556  -0.972
O4 -8.870 22.955 -3.522  -0.171
C16 -7.849 22.072 -3.198  -0.837
N4 -10.722 25.944 -1.797  -0.766
H34 -9.705 25.819 -4.517  0.302
H35 -11.276 26.427 -4.139  0.585
H36 -11.154 24.788 -4.816  0.299
H37 -11.408 24.282 -2.545  -0.927
H38 -9.396 23.353 -1.682  0.553
H39 -8.322 24.602 -2.376  0.373
H40 -6.984 22.521 -3.685  0.317
H41 -8.148 21.093 -3.572  0.624
H42 -7.510 21.886 -2.179  0.394
H43 -10.290 26.777 -2.170  0.275
H44 -10.066 25.860 -1.034  0.295
C17 -15.309 23.896 -1.906  -0.717
C18 -14.358 22.788 -2.413  1.267
O5 -14.219 21.812 -1.361  -0.660
O6 -16.621 23.523 -1.956  -0.521
H45 -15.171 24.912 -2.277  0.316
H46 -15.095 23.944 -0.838  0.492
H47 -13.446 23.257 -2.784  -0.896
H48 -14.869 22.242 -3.206  0.281
H49 -13.768 22.360 -0.715  0.460
H50 -16.753 22.652 -1.575  0.299
O7 -14.241 22.161 -8.313  -0.464
H51 -13.399 22.332 -7.890  0.139
H52 -14.022 21.631 -9.079  0.313
O8 -11.049 21.061 -6.816  -0.652
H53 -11.713 20.772 -6.190  0.208
H54 -10.258 20.584 -6.563  0.696
O9 -9.787 19.304 -4.105  -0.249
H55 -9.052 19.479 -3.518  0.451
H56 -10.496 19.026 -3.525  0.389
O10 -14.114 26.041 -6.818  -0.620
H57 -14.367 25.127 -6.946  0.330
H58 -14.574 26.516 -7.511  0.296
O11 -16.354 22.293 -7.721  -0.938
H59 -15.417 22.297 -7.915  0.512
H60 -16.459 22.948 -7.031  0.478
O12 -16.091 20.843 -5.975  -0.845
H61 -16.883 21.113 -5.510  0.203
H62 -16.211 21.174 -6.866  0.477

**Kohn-Sham gap**: 7.20 eV
**Net charge**: 0